DFT (the ωB97M-V functional and the def2-TZVPD basis) results for a molecular structure, C48H49Br2N3P2SY.

Element x y z (Å)
Y 0.3020 0.0110 0.2104
C 5.3917 -0.3628 1.2795
C 4.2077 -0.6221 0.3346
C 4.6797 -0.6162 -1.1148
C 3.1156 0.3894 0.6231
C 2.7179 1.3708 -0.2975
C 1.7950 2.3667 0.0438
C 1.2218 2.4277 1.3202
C 0.3080 3.5493 1.7173
C 1.5834 1.4196 2.2280
C 2.5048 0.4287 1.8886
H 6.1728 -1.0999 1.1008
H 5.1077 -0.4279 2.3295
H 5.8147 0.6267 1.0996
H 3.8001 -1.6132 0.5689
H 5.1683 0.3267 -1.3679
H 3.8681 -0.7853 -1.8265
H 5.4150 -1.4057 -1.2603
H 3.1530 1.3860 -1.2884
H 1.5429 3.1331 -0.6796
H -0.5361 3.1948 2.3110
H -0.0671 4.0826 0.8459
H 0.8593 4.2602 2.3365
H 1.1713 1.4405 3.2312
H 2.7818 -0.3081 2.6338
Br 1.8874 -6.3711 -2.0698
C 1.5726 -4.6481 -1.4401
C 1.8019 -3.5455 -2.2542
C 1.5336 -2.2974 -1.7380
N 1.0709 -2.0973 -0.4949
C 0.8567 -3.1684 0.3023
C 1.0949 -4.4530 -0.1474
C 0.3304 -2.8858 1.6670
C 0.1733 -3.8779 2.6161
C -0.3364 -3.5516 3.8702
Br -0.5525 -4.8713 5.1655
C -0.6865 -2.2345 4.1356
C -0.5009 -1.3032 3.1375
N 0.0068 -1.6000 1.9313
H 2.1723 -3.6574 -3.2632
H 1.6795 -1.4143 -2.3531
H 0.9078 -5.3126 0.4775
H 0.4460 -4.9018 2.4114
H -1.0982 -1.9413 5.0905
H -0.7866 -0.2699 3.3091
C -7.3578 3.0495 -4.4179
S -5.6911 2.7561 -3.7954
C -5.7319 0.9473 -3.6710
C -4.4076 0.4391 -3.1099
C -4.2260 0.8543 -1.6559
N -2.8842 0.5513 -1.1135
P -2.4819 -0.7732 -0.1342
C -3.1818 -2.2741 -0.8384
C -4.5526 -2.5375 -0.7806
C -5.0643 -3.6702 -1.3921
C -4.2151 -4.5506 -2.0526
C -2.8498 -4.3039 -2.1005
C -2.3337 -3.1685 -1.4943
C -3.3313 -0.5102 1.4434
C -3.6829 -1.5876 2.2561
C -4.2121 -1.3587 3.5186
C -4.3780 -0.0600 3.9829
C -4.0231 1.0173 3.1797
C -3.5004 0.7942 1.9135
P -1.5015 1.4892 -1.3676
C -2.0136 3.1282 -1.8644
C -2.0532 3.5108 -3.2042
C -2.5132 4.7746 -3.5415
C -2.9423 5.6455 -2.5511
C -2.9136 5.2635 -1.2135
C -2.4422 4.0106 -0.8668
C -0.5797 0.7480 -2.7608
C -0.9965 -0.4452 -3.3572
C -0.2507 -1.0146 -4.3816
C 0.9282 -0.4155 -4.8047
C 1.3680 0.7586 -4.2002
C 0.6228 1.3367 -3.1829
H -7.4638 4.1231 -4.5554
H -8.1044 2.7112 -3.7023
H -7.5002 2.5539 -5.3760
H -5.9048 0.5291 -4.6624
H -6.5612 0.6404 -3.0283
H -3.5865 0.8456 -3.7099
H -4.3655 -0.6513 -3.1916
H -4.9564 0.3499 -1.0192
H -4.4054 1.9252 -1.5477
H -5.2192 -1.8675 -0.2512
H -6.1264 -3.8706 -1.3502
H -4.6201 -5.4352 -2.5255
H -2.1917 -4.9970 -2.6083
H -1.2678 -2.9703 -1.5387
H -3.5681 -2.6040 1.8967
H -4.5132 -2.1958 4.1350
H -4.8056 0.1138 4.9613
H -4.1807 2.0291 3.5293
H -3.2687 1.6369 1.2709
H -1.7405 2.8270 -3.9836
H -2.5512 5.0716 -4.5805
H -3.3060 6.6279 -2.8206
H -3.2571 5.9455 -0.4476
H -2.4199 3.7114 0.1760
H -1.9330 -0.8996 -3.0611
H -0.6065 -1.9159 -4.8647
H 1.4952 -0.8468 -5.6194
H 2.2711 1.2425 -4.5493
H 0.9374 2.2878 -2.7671

LUMO in eV: -8.530
Charge: +3
Multiplicity: 1
Highest occupied orbital energy in eV: -14.0
Frontier orbital gap in Ha: 0.20211



DFT (the ωB97M-V functional and the def2-TZVPD basis) results for a molecular structure, C2H5NO at a distorted geometry.

Element x y z (Å)
C -0.5375 -0.5784 -1.3976
C -1.3009 -0.6159 -0.3258
N 1.2836 0.7430 0.6545
O -0.1482 -0.7018 -2.4965
H 0.7147 0.1972 1.4744
H -1.2346 -1.2444 0.4765
H -2.1917 0.0400 -0.4271
H 1.3647 1.9217 1.3389
H 2.0498 0.2385 0.7027

LUMO in eV: 0.673
Multiplicity: 1
Highest occupied orbital energy in eV: -8.8
Frontier orbital gap in Ha: 0.34723